# C60H94O41

A 15-piece molecular cluster, C60H94O41 overall at a distorted geometry (the ωB97M-V functional and the def2-TZVPD basis, the OMol25 dataset).

Each atom is followed by the atoms it is bonded to, with distances in Å.
CARTESIAN COORDINATES (ANGSTROEM)
1 C -2.98 2.55 -6.61  C2 1.457, C5 1.531, H6 1.090, H7 1.090
2 C -1.87 2.70 -5.68  C1 1.457, C3 1.550, H8 1.090, H9 1.090
3 C -2.08 1.59 -4.61  C2 1.550, O4 1.456, H10 1.090, H11 1.090
4 O -3.42 1.08 -4.88  C3 1.456, C5 1.468
5 C -4.12 2.06 -5.72  C1 1.531, O4 1.468, H12 1.090, H13 1.090
6 H -2.83 1.79 -7.38  C1 1.090
7 H -3.12 3.48 -7.16  C1 1.090
8 H -1.96 3.67 -5.18  C2 1.090
9 H -0.89 2.64 -6.14  C2 1.090
10 H -2.01 2.10 -3.65  C3 1.090
11 H -1.29 0.85 -4.66  C3 1.090
12 H -4.59 2.85 -5.12  C5 1.090
13 H -4.95 1.62 -6.27  C5 1.090
14 C 2.17 -2.13 -5.74  C15 1.518, C18 1.545, H19 1.090, H20 1.090
15 C 2.20 -1.18 -6.92  C14 1.518, C16 1.510, H21 1.090, H22 1.090
16 C 1.66 0.15 -6.44  C15 1.510, O17 1.404, H23 1.090, H24 1.090
17 O 0.84 -0.19 -5.35  C16 1.404, C18 1.428
18 C 1.41 -1.31 -4.68  C14 1.545, O17 1.428, H25 1.090, H26 1.090
19 H 3.20 -2.42 -5.55  C14 1.090
20 H 1.60 -3.02 -6.02  C14 1.090
21 H 1.52 -1.59 -7.66  C15 1.090
22 H 3.16 -1.04 -7.42  C15 1.090
23 H 1.16 0.66 -7.26  C16 1.090
24 H 2.46 0.84 -6.17  C16 1.090
25 H 0.74 -1.93 -4.08  C18 1.090
26 H 2.12 -0.93 -3.94  C18 1.090
27 C 0.12 -2.43 4.41  C28 1.463, H34 1.090, H35 1.090, H36 1.090
28 C 0.88 -2.83 5.59  C27 1.463, C29 1.505, O33 1.427, H37 1.090
29 C 0.10 -3.80 6.44  C28 1.505, O30 1.436, H38 1.090, H39 1.090
30 O 1.16 -4.73 6.72  C29 1.436, C31 1.340
31 C 2.21 -4.61 5.88  O30 1.340, O32 1.225, O33 1.320
32 O 3.14 -5.38 5.71  C31 1.225
33 O 2.09 -3.49 5.19  C28 1.427, C31 1.320
34 H -0.48 -3.23 3.97  C27 1.090
35 H 0.75 -1.96 3.66  C27 1.090
36 H -0.58 -1.64 4.68  C27 1.090
37 H 1.08 -1.96 6.22  C28 1.090
38 H -0.72 -4.27 5.90  C29 1.090
39 H -0.36 -3.33 7.31  C29 1.090
40 C 3.85 3.52 4.73  C41 1.471, H47 1.090, H48 1.090, H49 1.090
41 C 4.12 2.08 4.59  C40 1.471, C42 1.512, O46 1.400, H50 1.090
42 C 3.30 1.32 5.61  C41 1.512, O43 1.393, H51 1.090, H52 1.090
43 O 2.49 0.46 4.88  C42 1.393, C44 1.344
44 C 2.76 0.64 3.58  O43 1.344, O45 1.228, O46 1.300
45 O 2.39 -0.15 2.71  C44 1.228
46 O 3.56 1.64 3.38  C41 1.400, C44 1.300
47 H 4.47 4.08 4.02  C40 1.090
48 H 4.09 3.84 5.75  C40 1.090
49 H 2.85 3.88 4.53  C40 1.090
50 H 5.14 1.69 4.55  C41 1.090
51 H 2.76 1.97 6.30  C42 1.090
52 H 4.01 0.75 6.22  C42 1.090
53 C 0.03 2.98 5.34  C54 1.538, H60 1.090, H61 1.090, H62 1.090
54 C -1.41 2.64 4.92  C53 1.538, C55 1.516, O59 1.361, H63 1.090
55 C -1.70 1.20 4.54  C54 1.516, O56 1.412, H64 1.090, H65 1.090
56 O -2.85 0.92 5.30  C55 1.412, C57 1.299
57 C -3.11 1.92 6.10  O56 1.299, O58 1.261, O59 1.309
58 O -4.14 1.97 6.83  C57 1.261
59 O -2.13 2.78 6.07  C54 1.361, C57 1.309
60 H 0.71 3.00 4.49  C53 1.090
61 H 0.48 2.23 5.99  C53 1.090
62 H 0.06 4.00 5.74  C53 1.090
63 H -1.82 3.34 4.19  C54 1.090
64 H -0.86 0.56 4.82  C55 1.090
65 H -1.99 1.16 3.49  C55 1.090
66 C -6.07 -1.18 2.56  C67 1.575, H73 1.090, H74 1.090, H75 1.090
67 C -5.25 -0.85 3.86  C66 1.575, C68 1.512, O72 1.427, H76 1.090
68 C -6.02 -0.95 5.16  C67 1.512, O69 1.384, H77 1.090, H78 1.090
69 O -5.28 -1.89 5.86  C68 1.384, C70 1.354
70 C -4.17 -2.29 5.19  O69 1.354, O71 1.231, O72 1.279
71 O -3.27 -2.97 5.66  C70 1.231
72 O -4.27 -1.88 3.98  C67 1.427, C70 1.279
73 H -5.52 -1.67 1.76  C66 1.090
74 H -6.60 -0.30 2.20  C66 1.090
75 H -6.77 -1.99 2.74  C66 1.090
76 H -4.74 0.12 3.91  C67 1.090
77 H -7.02 -1.34 5.01  C68 1.090
78 H -6.06 0.01 5.67  C68 1.090
79 C 0.14 0.10 -1.74  C80 1.555, H86 1.090, H87 1.090, H88 1.090
80 C -0.58 -0.81 -0.70  C79 1.555, C81 1.559, O85 1.400, H89 1.090
81 C 0.06 -0.63 0.71  C80 1.559, O82 1.414, H90 1.090, H91 1.090
82 O -1.05 -0.50 1.58  C81 1.414, C83 1.405
83 C -2.19 -0.17 0.83  O82 1.405, O84 1.215, O85 1.357
84 O -3.32 0.11 1.17  C83 1.215
85 O -1.83 -0.24 -0.48  C80 1.400, C83 1.357
86 H 1.20 -0.15 -1.71  C79 1.090
87 H -0.07 1.14 -1.51  C79 1.090
88 H -0.28 -0.07 -2.74  C79 1.090
89 H -0.76 -1.84 -1.00  C80 1.090
90 H 0.53 0.36 0.80  C81 1.090
91 H 0.87 -1.28 1.03  C81 1.090
92 C -4.19 -1.87 -2.96  C93 1.529, H99 1.090, H100 1.090, H101 1.090
93 C -4.92 -1.16 -1.81  C92 1.529, C94 1.531, O98 1.403, H102 1.090
94 C -4.75 0.36 -1.92  C93 1.531, O95 1.436, H103 1.090, H104 1.090
95 O -6.09 0.86 -1.94  C94 1.436, C96 1.325
96 C -6.97 -0.13 -1.96  O95 1.325, O97 1.244, O98 1.359
97 O -8.21 -0.07 -1.89  C96 1.244
98 O -6.29 -1.31 -2.06  C93 1.403, C96 1.359
99 H -4.35 -2.94 -3.05  C92 1.090
100 H -3.11 -1.77 -2.97  C92 1.090
101 H -4.54 -1.50 -3.92  C92 1.090
102 H -4.59 -1.52 -0.83  C93 1.090
103 H -4.04 0.73 -2.66  C94 1.090
104 H -4.22 0.64 -1.01  C94 1.090
105 C 2.78 6.07 0.29  C106 1.559, H112 1.090, H113 1.090, H114 1.090
106 C 2.40 5.05 1.41  C105 1.559, C107 1.513, O111 1.401, H115 1.090
107 C 1.40 5.59 2.42  C106 1.513, O108 1.393, H116 1.090, H117 1.090
108 O 0.47 4.55 2.45  C107 1.393, C109 1.349
109 C 0.71 3.64 1.49  O108 1.349, O110 1.248, O111 1.353
110 O -0.04 2.67 1.27  C109 1.248
111 O 1.87 3.89 0.84  C106 1.401, C109 1.353
112 H 3.47 5.62 -0.42  C105 1.090
113 H 3.25 6.92 0.77  C105 1.090
114 H 1.83 6.41 -0.13  C105 1.090
115 H 3.31 4.86 1.96  C106 1.090
116 H 1.01 6.54 2.06  C107 1.090
117 H 1.88 5.62 3.40  C107 1.090
118 C 2.15 -7.20 -2.73  C119 1.518, H125 1.090, H126 1.090, H127 1.090
119 C 2.72 -5.81 -2.51  C118 1.518, C120 1.530, O124 1.399, H128 1.090
120 C 2.34 -4.78 -3.58  C119 1.530, O121 1.381, H129 1.090, H130 1.090
121 O 2.10 -3.63 -2.85  C120 1.381, C122 1.331
122 C 2.00 -3.89 -1.55  O121 1.331, O123 1.242, O124 1.381
123 O 1.74 -3.11 -0.62  C122 1.242
124 O 2.27 -5.23 -1.32  C119 1.399, C122 1.381
125 H 2.39 -7.85 -1.89  C118 1.090
126 H 2.46 -7.55 -3.71  C118 1.090
127 H 1.06 -7.21 -2.72  C118 1.090
128 H 3.81 -5.88 -2.48  C119 1.090
129 H 1.51 -5.13 -4.19  C120 1.090
130 H 3.13 -4.54 -4.29  C120 1.090
131 C 4.79 -3.70 0.35  C132 1.550, H138 1.090, H139 1.090, H140 1.090
132 C 4.42 -2.77 1.54  C131 1.550, C133 1.537, O137 1.397, H141 1.090
133 C 4.72 -3.37 2.93  C132 1.537, O134 1.409, H142 1.090, H143 1.090
134 O 5.20 -2.28 3.68  C133 1.409, C135 1.295
135 C 5.56 -1.36 2.84  O134 1.295, O136 1.271, O137 1.347
136 O 6.19 -0.30 3.15  C135 1.271
137 O 5.31 -1.70 1.56  C132 1.397, C135 1.347
138 H 4.14 -4.56 0.26  C131 1.090
139 H 5.79 -4.12 0.41  C131 1.090
140 H 4.64 -3.12 -0.56  C131 1.090
141 H 3.40 -2.40 1.47  C132 1.090
142 H 5.33 -4.27 2.88  C133 1.090
143 H 3.78 -3.70 3.38  C133 1.090
144 C 5.56 2.69 0.50  C145 1.538, H151 1.090, H152 1.090, H153 1.090
145 C 5.23 1.28 -0.02  C144 1.538, C146 1.490, O150 1.397, H154 1.090
146 C 3.79 1.01 -0.29  C145 1.490, O147 1.370, H155 1.090, H156 1.090
147 O 3.63 0.69 -1.62  C146 1.370, C148 1.366
148 C 4.85 0.80 -2.22  O147 1.366, O149 1.236, O150 1.333
149 O 5.06 0.60 -3.42  C148 1.236
150 O 5.73 1.24 -1.32  C145 1.397, C148 1.333
151 H 6.62 2.91 0.61  C144 1.090
152 H 5.30 2.60 1.55  C144 1.090
153 H 4.97 3.53 0.12  C144 1.090
154 H 5.57 0.51 0.66  C145 1.090
155 H 3.08 1.80 -0.07  C146 1.090
156 H 3.57 0.16 0.36  C146 1.090
157 C -3.00 -7.26 -1.42  C158 1.520, H164 1.090, H165 1.090, H166 1.090
158 C -1.89 -6.72 -2.31  C157 1.520, C159 1.555, O163 1.408, H167 1.090
159 C -2.43 -6.51 -3.75  C158 1.555, O160 1.428, H168 1.090, H169 1.090
160 O -2.28 -5.09 -3.88  C159 1.428, C161 1.335
161 C -1.58 -4.56 -2.88  O160 1.335, O162 1.215, O163 1.296
162 O -1.15 -3.42 -2.86  C161 1.215
163 O -1.42 -5.44 -1.95  C158 1.408, C161 1.296
164 H -2.70 -7.19 -0.37  C157 1.090
165 H -3.34 -8.26 -1.70  C157 1.090
166 H -3.87 -6.61 -1.34  C157 1.090
167 H -1.13 -7.49 -2.34  C158 1.090
168 H -3.48 -6.80 -3.83  C159 1.090
169 H -1.89 -7.06 -4.52  C159 1.090
170 C 1.56 2.95 -3.98  C171 1.517, H177 1.090, H178 1.090, H179 1.090
171 C 1.70 3.85 -2.76  C170 1.517, C172 1.499, O176 1.374, H180 1.090
172 C 2.06 5.26 -3.13  C171 1.499, O173 1.426, H181 1.090, H182 1.090
173 O 0.85 5.96 -2.87  C172 1.426, C174 1.294
174 C 0.00 5.17 -2.29  O173 1.294, O175 1.228, O176 1.311
175 O -1.08 5.62 -1.92  C174 1.228
176 O 0.46 3.94 -2.19  C171 1.374, C174 1.311
177 H 2.54 2.87 -4.45  C170 1.090
178 H 0.85 3.32 -4.72  C170 1.090
179 H 1.33 1.92 -3.69  C170 1.090
180 H 2.49 3.46 -2.12  C171 1.090
181 H 2.27 5.26 -4.20  C172 1.090
182 H 2.86 5.70 -2.53  C172 1.090
183 C -3.65 4.60 1.68  C184 1.498, H190 1.090, H191 1.090, H192 1.090
184 C -3.39 4.61 0.21  C183 1.498, C185 1.507, O189 1.390, H193 1.090
185 C -3.10 3.27 -0.42  C184 1.507, O186 1.406, H194 1.090, H195 1.090
186 O -3.81 3.36 -1.63  C185 1.406, C187 1.358
187 C -4.69 4.39 -1.59  O186 1.358, O188 1.224, O189 1.327
188 O -5.40 4.73 -2.53  C187 1.224
189 O -4.57 4.99 -0.42  C184 1.390, C187 1.327
190 H -2.77 4.18 2.18  C183 1.090
191 H -4.51 4.00 1.98  C183 1.090
192 H -3.88 5.60 2.04  C183 1.090
193 H -2.58 5.33 0.04  C184 1.090
194 H -3.55 2.42 0.09  C185 1.090
195 H -2.05 3.04 -0.58  C185 1.090

Results
F_max	6.3	eV/Å
total charge	+1
frontier orbital gap (spin up / spin down)	9.893 / 3.624	eV
spin multiplicity	2
expectation value of S²	0.755